# 1
Formula: C25H48FN3O3S
Source: the Open Molecules 2025 dataset
Level of theory: wB97M-V/def2-TZVPD

Properties
expectation value of S² = 2.008
E_LUMO (spin up / spin down) = 0.6 / 0.6 eV
gap between HOMO and LUMO (spin up / spin down) = 8.603 / 9.732 eV

```
! RIJCOSX wB97M-V def2-TZVPD def2/J DEFGRID3
* xyz 0 3
C -6.915 3.707 -1.327
C -6.746 2.489 -2.204
F -7.352 2.764 -3.431
C -5.309 2.109 -2.480
C -4.618 1.530 -1.260
C -4.559 -0.002 -1.230
O -5.352 -0.760 -1.745
N -3.433 -0.349 -0.525
C -2.816 0.837 0.073
C -3.153 1.868 -1.000
S -2.703 3.566 -0.594
H -6.665 3.483 -0.290
H -6.280 4.525 -1.671
H -7.951 4.037 -1.364
H -7.277 1.630 -1.787
H -4.776 2.993 -2.839
H -5.308 1.372 -3.284
H -5.161 1.776 -0.334
H -3.457 -1.223 -0.023
H -3.331 1.084 1.009
H -1.750 0.718 0.243
H -2.599 1.548 -1.888
H -3.925 4.084 -0.772
C 2.368 0.201 -3.524
C 1.634 -0.404 -2.324
C 2.156 -1.809 -1.992
C 1.748 -2.863 -3.017
C 0.236 -2.884 -3.225
C -0.347 -1.512 -3.592
N 0.152 -0.531 -2.566
O -0.553 -0.489 -1.504
C 0.037 -1.100 -5.012
C -1.869 -1.540 -3.511
C 1.830 0.524 -1.132
H 3.289 0.661 -3.165
H 2.648 -0.532 -4.277
H 1.769 0.977 -4.000
H 1.767 -2.091 -1.009
H 3.244 -1.754 -1.901
H 2.262 -2.695 -3.968
H 2.074 -3.845 -2.668
H -0.036 -3.590 -4.014
H -0.250 -3.224 -2.306
H -0.229 -0.059 -5.196
H -0.527 -1.722 -5.709
H 1.090 -1.233 -5.240
H -2.222 -1.887 -2.545
H -2.246 -2.206 -4.290
H -2.284 -0.545 -3.680
H 1.416 1.514 -1.337
H 2.898 0.626 -0.933
H 1.362 0.132 -0.237
C 1.240 0.579 4.720
C 1.765 -0.363 3.632
C 1.945 -1.792 4.164
C 3.123 -1.935 5.124
C 4.417 -1.424 4.495
C 4.312 0.016 3.973
N 3.096 0.084 3.091
O 3.308 -0.234 1.874
C 4.244 1.023 5.121
C 5.528 0.361 3.120
C 0.773 -0.350 2.476
H 0.154 0.488 4.760
H 1.618 0.348 5.712
H 1.481 1.617 4.489
H 2.098 -2.456 3.308
H 1.013 -2.097 4.647
H 2.921 -1.413 6.063
H 3.244 -2.988 5.384
H 5.238 -1.466 5.217
H 4.690 -2.072 3.657
H 3.994 2.016 4.746
H 5.228 1.073 5.587
H 3.532 0.757 5.896
H 5.680 -0.363 2.326
H 6.409 0.374 3.765
H 5.413 1.346 2.667
H 0.688 0.651 2.050
H -0.207 -0.654 2.848
H 1.071 -1.034 1.686
*
```


# 2
Formula: C25H48FN6O6
Source: the Open Molecules 2025 dataset
Level of theory: wB97M-V/def2-TZVPD

Properties
E_LUMO = -2.6 eV
gap between HOMO and LUMO = 8.466 eV

```
! RIJCOSX wB97M-V def2-TZVPD def2/J DEFGRID3
* xyz 1 1
C 1.211 0.014 3.207
C 0.764 -0.613 1.910
N 0.291 -1.789 1.905
C 0.846 0.254 0.666
N 2.208 0.551 0.218
C 2.668 1.754 -0.168
N 1.888 2.856 -0.144
N 3.952 1.671 -0.555
C 4.235 0.409 -0.418
F 5.390 -0.143 -0.651
N 3.240 -0.332 0.037
C 3.259 -1.766 0.313
C 3.761 -2.050 1.720
N 4.212 -3.197 1.972
H 1.970 -0.613 3.677
H 1.599 1.025 3.086
H 0.364 0.022 3.895
H -0.008 -2.082 0.973
H 0.259 -0.149 -0.165
H 0.442 1.248 0.880
H 1.076 2.930 -0.744
H 2.110 3.617 0.475
H 3.917 -2.243 -0.412
H 2.244 -2.145 0.210
H 3.712 -1.224 2.438
H 4.507 -3.262 2.947
C -3.097 2.656 0.516
C -2.067 2.481 -0.555
O -0.878 2.639 -0.316
C -2.534 2.095 -1.930
H -2.615 2.924 1.454
H -3.815 3.425 0.224
H -3.663 1.731 0.644
H -3.221 2.847 -2.322
H -3.063 1.142 -1.882
H -1.681 1.989 -2.593
C -7.221 5.397 -1.722
C -6.660 4.764 -0.479
O -5.720 3.997 -0.527
C -7.324 5.114 0.825
H -6.663 5.064 -2.594
H -8.270 5.118 -1.838
H -7.166 6.484 -1.644
H -8.378 4.832 0.791
H -7.272 6.191 0.993
H -6.835 4.593 1.645
C 0.420 -1.826 -4.572
C 0.450 -0.617 -3.676
O -0.514 0.092 -3.511
C 1.759 -0.319 -2.976
H -0.567 -1.932 -5.012
H 1.163 -1.723 -5.365
H 0.663 -2.725 -4.002
H 2.556 -0.175 -3.707
H 2.024 -1.162 -2.332
H 1.654 0.588 -2.385
C 2.313 -5.881 1.957
C 2.954 -6.920 2.849
O 3.341 -6.635 3.957
C 3.089 -8.313 2.287
H 2.281 -4.935 2.491
H 2.898 -5.762 1.044
H 1.298 -6.182 1.690
H 3.689 -8.293 1.376
H 2.106 -8.712 2.033
H 3.564 -8.959 3.020
C -7.316 -0.192 -4.008
C -7.300 0.953 -3.024
O -8.256 1.677 -2.874
C -6.030 1.164 -2.232
H -8.278 -0.232 -4.510
H -6.524 -0.060 -4.747
H -7.136 -1.134 -3.487
H -5.200 1.361 -2.911
H -5.804 0.276 -1.639
H -6.168 2.021 -1.579
C 7.301 -0.105 4.101
C 6.285 0.399 3.115
O 5.090 0.322 3.318
C 6.795 0.991 1.825
H 6.799 -0.512 4.974
H 7.917 -0.879 3.638
H 7.961 0.708 4.405
H 7.360 0.242 1.268
H 7.450 1.846 1.996
H 5.941 1.321 1.243
*
```


# 3
Formula: C25H48LaP4S
Source: the Open Molecules 2025 dataset
Level of theory: wB97M-V/def2-TZVPD

Properties
E_LUMO = -9.1 eV
gap between HOMO and LUMO = 5.563 eV

```
! RIJCOSX wB97M-V def2-TZVPD def2/J DEFGRID3
* xyz 3 1
La -1.366 1.150 0.319
P -1.528 -1.703 1.063
P 1.606 0.268 0.660
P -0.232 -1.166 -4.430
H -5.147 2.875 -2.359
C -4.467 2.072 -2.619
C -4.689 0.767 -2.227
H -5.158 0.613 -1.256
C -2.038 -1.469 2.803
C -0.131 -2.854 1.200
C -2.847 -2.775 0.402
C 2.421 1.869 0.269
C 2.083 0.063 2.434
C 2.784 -0.917 -0.126
C -0.096 -1.899 -6.053
C -0.052 -2.330 -3.067
C 1.004 0.124 -4.146
H -3.897 2.273 -3.531
H -4.961 0.008 -2.964
H -2.809 -0.689 2.889
H -1.183 -1.163 3.418
H -2.444 -2.415 3.174
H 0.703 -2.393 1.734
H 0.224 -3.119 0.200
H -0.444 -3.760 1.729
H -3.640 -2.155 -0.040
H -3.264 -3.388 1.215
H -2.442 -3.424 -0.388
H 3.511 1.782 0.394
H 2.031 2.662 0.924
H 2.190 2.137 -0.773
H 3.050 -0.456 2.519
H 1.319 -0.532 2.951
H 2.134 1.033 2.945
H 3.820 -0.703 0.180
H 2.717 -0.850 -1.221
H 2.537 -1.951 0.156
H 0.934 -1.923 -6.408
H -0.685 -1.301 -6.753
H -0.469 -2.926 -6.036
H 0.360 -3.271 -3.452
H -1.022 -2.543 -2.599
H 0.633 -1.948 -2.293
H 1.820 0.011 -4.873
H 1.421 0.057 -3.126
H 0.552 1.114 -4.280
C -2.157 1.830 -1.945
C -1.072 2.617 -2.374
C -1.049 3.974 -2.040
C -1.990 4.559 -1.187
C -2.912 3.748 -0.518
C -3.064 2.410 -0.949
S -2.402 0.183 -2.502
H -1.545 -0.567 -4.376
H -0.373 2.182 -3.095
H -0.276 4.607 -2.481
H -2.012 5.648 -1.056
H -3.611 4.182 0.210
H -3.739 1.740 -0.394
C -2.650 2.976 3.488
P -1.022 2.851 2.686
C -0.693 4.588 2.223
C 0.118 2.565 4.079
C 1.350 3.238 4.174
C 2.246 2.903 5.194
C 1.941 1.877 6.094
C 0.725 1.197 5.988
C -0.184 1.537 4.991
H -2.660 3.840 4.162
H -2.857 2.068 4.061
H -3.432 3.092 2.727
H -0.782 5.226 3.114
H 0.310 4.667 1.781
H -1.416 4.909 1.461
H 1.607 4.027 3.462
H 3.193 3.444 5.267
H 2.651 1.623 6.883
H 0.494 0.392 6.686
H -1.135 1.005 4.927
*
```


Number 1: molecular weight 489.74 g/mol, total energy -1869.336139 a.u., largest force on an atom 0.01118 Eh/bohr. Number 2: molecular weight 547.69 g/mol, total energy -1860.965932 a.u., largest force on an atom 0.01053 Eh/bohr. Number 3: molecular weight 643.53 g/mol, total energy -2775.574561 a.u., largest force on an atom 0.05904 Eh/bohr.